ORCA calculation (ωB97M-V/def2-TZVPD) on the molecule C22H24N2O7S at a distorted geometry.

Molecular weight: 460.5 g mol⁻¹
LUMO level: 0.0178 Eh
Energy: -51351.84259 eV
ΔE to the lowest compared entry with this formula, charge and spin: 14.7 kcal/mol
SMILES string: O=C(COC(=O)[C@H]1COc2ccccc2O1)Nc1cccc(S(=O)(=O)N2CCCCC2)c1

Bonds (Å) are listed after each position.
Element x y z (Å)
1 O -2.596 2.681 -1.852  C2 1.209
2 C -1.509 2.172 -1.991  O1 1.209, C3 1.527, N17 1.356
3 C -0.452 2.860 -2.850  C2 1.527, O4 1.423, H33 1.095, H34 1.098
4 O 0.568 1.967 -3.284  C3 1.423, C5 1.334
5 C 1.558 2.529 -3.982  O4 1.334, O6 1.200, C7 1.529
6 O 1.654 3.706 -4.191  C5 1.200
7 C 2.589 1.508 -4.466  C5 1.529, C8 1.541, O16 1.402, H35 1.095
8 C 3.783 1.534 -3.493  C7 1.541, O9 1.404, H36 1.099, H37 1.091
9 O 3.382 1.116 -2.214  C8 1.404, C10 1.378
10 C 2.646 -0.048 -2.236  O9 1.378, C11 1.390, C15 1.396
11 C 2.534 -0.788 -1.065  C10 1.390, C12 1.383, H38 1.079
12 C 1.818 -1.972 -1.054  C11 1.383, C13 1.388, H39 1.079
13 C 1.200 -2.416 -2.214  C12 1.388, C14 1.381, H40 1.078
14 C 1.291 -1.679 -3.378  C13 1.381, C15 1.390, H41 1.078
15 C 2.011 -0.490 -3.397  C10 1.396, C14 1.390, O16 1.376
16 O 2.073 0.209 -4.580  C7 1.402, C15 1.376
17 N -1.089 1.026 -1.400  C2 1.356, C18 1.400, H42 1.013
18 C -1.805 0.230 -0.499  N17 1.400, C19 1.394, C32 1.395
19 C -3.181 0.358 -0.313  C18 1.394, C20 1.384, H43 1.077
20 C -3.839 -0.451 0.598  C19 1.384, C21 1.385, H44 1.079
21 C -3.139 -1.382 1.348  C20 1.385, C22 1.381, H45 1.078
22 C -1.775 -1.496 1.164  C21 1.381, S23 1.800, C32 1.379
23 S -0.855 -2.643 2.201  C22 1.800, O24 1.432, O25 1.435, N26 1.654
24 O -1.766 -3.648 2.662  S23 1.432
25 O 0.325 -3.045 1.491  S23 1.435
26 N -0.346 -1.802 3.531  S23 1.654, C27 1.442, C31 1.442
27 C 0.739 -0.864 3.380  N26 1.442, C28 1.530, H46 1.097, H47 1.090
28 C 0.249 0.575 3.205  C27 1.530, C29 1.527, H48 1.091, H49 1.092
29 C -0.694 0.941 4.350  C28 1.527, C30 1.527, H50 1.093, H51 1.091
30 C -1.855 -0.050 4.396  C29 1.527, C31 1.530, H52 1.091, H53 1.092
31 C -1.314 -1.473 4.548  N26 1.442, C30 1.530, H54 1.097, H55 1.090
32 C -1.102 -0.715 0.248  C18 1.395, C22 1.379, H56 1.079
33 H -0.945 3.312 -3.717  C3 1.095
34 H -0.004 3.676 -2.269  C3 1.098
35 H 2.914 1.813 -5.466  C7 1.095
36 H 4.564 0.869 -3.885  C8 1.099
37 H 4.176 2.547 -3.390  C8 1.091
38 H 3.031 -0.420 -0.181  C11 1.079
39 H 1.728 -2.548 -0.146  C12 1.079
40 H 0.644 -3.339 -2.203  C13 1.078
41 H 0.818 -2.001 -4.292  C14 1.078
42 H -0.141 0.725 -1.594  N17 1.013
43 H -3.728 1.091 -0.881  C19 1.077
44 H -4.906 -0.349 0.723  C20 1.079
45 H -3.627 -2.030 2.059  C21 1.078
46 H 1.367 -0.929 4.277  C27 1.097
47 H 1.324 -1.199 2.523  C27 1.090
48 H 1.107 1.248 3.188  C28 1.091
49 H -0.282 0.673 2.256  C28 1.092
50 H -0.148 0.904 5.296  C29 1.093
51 H -1.071 1.956 4.216  C29 1.091
52 H -2.515 0.175 5.235  C30 1.091
53 H -2.436 0.029 3.474  C30 1.092
54 H -0.825 -1.576 5.524  C31 1.097
55 H -2.106 -2.217 4.477  C31 1.090
56 H -0.041 -0.857 0.110  C32 1.079

And the Löwdin charges, in e, turn out to be: number 1, O, carries 0.09; number 2, C, carries -0.43; number 3, C, carries -0.04; number 4, O, carries 0.03; number 5, C, carries -0.43; number 6, O, carries 0.15; number 7, C, carries -0.18; number 8, C, carries -0.10; number 9, O, carries -0.01; number 10, C, carries -0.21; number 11, C, carries 0.00; number 12, C, carries -0.11; number 13, C, carries -0.07; number 14, C, carries 0.01; number 15, C, carries -0.20; number 16, O, carries 0.03; number 17, N, carries 0.16; number 18, C, carries -0.18; number 19, C, carries 0.01; number 20, C, carries -0.05; number 21, C, carries -0.08; number 22, C, carries -0.26; number 23, S, carries 0.68; number 24, O, carries -0.28; number 25, O, carries -0.29; number 26, N, carries -0.24; number 27, C, carries -0.19; number 28, C, carries -0.17; number 29, C, carries -0.19; number 30, C, carries -0.17; number 31, C, carries -0.19; number 32, C, carries -0.01; number 33, H, carries 0.15; number 34, H, carries 0.15; number 35, H, carries 0.18; number 36, H, carries 0.15; number 37, H, carries 0.15; number 38, H, carries 0.12; number 39, H, carries 0.08; number 40, H, carries 0.11; number 41, H, carries 0.12; number 42, H, carries 0.14; number 43, H, carries 0.10; number 44, H, carries 0.11; number 45, H, carries 0.11; number 46, H, carries 0.13; number 47, H, carries 0.11; number 48, H, carries 0.11; number 49, H, carries 0.10; number 50, H, carries 0.11; number 51, H, carries 0.11; number 52, H, carries 0.11; number 53, H, carries 0.10; number 54, H, carries 0.13; number 55, H, carries 0.11; number 56, H, carries 0.09

ORCA calculation (ωB97M-V/def2-TZVPD) on a cluster of 14 separate species, C17H62N10O14 in total at a distorted geometry.

Molecular weight: 630.7 g mol⁻¹
LUMO level: -0.0304 Eh
Energy: -62193.53961 eV
ΔE to the lowest compared entry with this formula, charge and spin: 77.1 kcal/mol

Bonds (Å) are listed after each position.
Element x y z (Å)
1 C 2.984 2.204 -4.090  C2 1.535, H4 1.121, H5 1.100, H6 1.112
2 C 2.322 1.043 -3.335  C1 1.535, O3 1.462, H7 1.144, H8 1.094
3 O 0.900 1.301 -3.115  C2 1.462, H9 0.935
4 H 2.879 3.215 -3.618  C1 1.121
5 H 2.782 2.363 -5.160  C1 1.100
6 H 4.062 1.943 -4.006  C1 1.112
7 H 2.821 0.989 -2.307  C2 1.144
8 H 2.460 0.156 -3.961  C2 1.094
9 H 0.404 1.473 -3.889  O3 0.935
10 C -4.389 3.783 3.254  C11 1.510, H13 1.048, H14 1.146, H15 1.107
11 C -4.488 3.107 1.908  C10 1.510, O12 1.374, H16 1.131, H17 1.092
12 O -3.391 2.294 1.752  C11 1.374, H18 0.974
13 H -5.063 4.580 3.351  C10 1.048
14 H -3.302 4.116 3.393  C10 1.146
15 H -4.629 3.101 4.093  C10 1.107
16 H -4.720 3.801 1.046  C11 1.131
17 H -5.334 2.424 2.016  C11 1.092
18 H -3.524 1.680 1.008  O12 0.974
19 C -0.023 3.462 4.218  C20 1.540, H22 1.141, H23 1.103, H24 1.082
20 C -0.563 2.108 3.723  C19 1.540, O21 1.348, H25 1.080, H26 1.098
21 O -0.618 1.203 4.721  C20 1.348, H27 0.959
22 H 0.984 3.286 4.723  C19 1.141
23 H -0.763 4.067 4.769  C19 1.103
24 H 0.172 4.229 3.479  C19 1.082
25 H 0.065 1.751 2.921  C20 1.080
26 H -1.544 2.121 3.229  C20 1.098
27 H -1.177 1.626 5.375  O21 0.959
28 C 0.386 -4.914 -1.172  O29 1.465, N30 1.356, N31 1.290
29 O -0.868 -5.578 -1.534  C28 1.465
30 N 1.590 -5.494 -1.407  C28 1.356, H32 1.018, H33 1.107
31 N 0.380 -3.768 -0.580  C28 1.290, H34 1.074, H35 1.052
32 H 1.598 -6.258 -2.079  N30 1.018
33 H 2.559 -5.228 -0.944  N30 1.107
34 H -0.560 -3.314 -0.327  N31 1.074
35 H 1.231 -3.475 -0.034  N31 1.052
36 C -3.084 -0.968 4.151  O37 1.306, N38 1.343, N39 1.322
37 O -3.779 -1.939 4.681  C36 1.306
38 N -3.539 0.283 3.976  C36 1.343, H40 1.064, H41 1.033
39 N -1.803 -1.129 3.869  C36 1.322, H42 1.065, H43 1.031
40 H -4.598 0.298 3.871  N38 1.064
41 H -3.153 0.908 3.250  N38 1.033
42 H -1.414 -2.072 4.174  N39 1.065
43 H -1.199 -0.303 3.742  N39 1.031
44 C -2.691 -1.310 -3.042  O45 1.425, N46 1.274, N47 1.370
45 O -1.539 -1.931 -2.475  C44 1.425
46 N -2.695 -0.821 -4.218  C44 1.274, H48 1.000, H49 1.052
47 N -3.915 -1.123 -2.455  C44 1.370, H50 0.968, H51 1.050
48 H -1.917 -0.904 -4.841  N46 1.000
49 H -3.422 -0.254 -4.724  N46 1.052
50 H -4.003 -1.408 -1.534  N47 0.968
51 H -4.477 -0.319 -2.828  N47 1.050
52 C 4.688 -1.722 -1.325  O53 1.393, N54 1.311, N55 1.329
53 O 5.798 -1.033 -0.841  C52 1.393
54 N 3.467 -1.356 -1.018  C52 1.311, H56 1.017, H57 1.062
55 N 4.751 -2.819 -2.073  C52 1.329, H58 0.999, H59 1.082
56 H 3.448 -0.390 -0.701  N54 1.017
57 H 2.626 -1.534 -1.641  N54 1.062
58 H 5.628 -3.115 -2.449  N55 0.999
59 H 3.878 -3.182 -2.598  N55 1.082
60 C 1.933 -2.699 -3.604  O61 1.402, N62 1.242, N63 1.310
61 O 1.761 -2.200 -4.903  C60 1.402
62 N 2.496 -3.754 -3.265  C60 1.242, H64 1.018, H65 1.025
63 N 1.430 -2.011 -2.610  C60 1.310, H66 1.044, H67 1.003
64 H 2.742 -4.368 -4.039  N62 1.018
65 H 2.292 -4.343 -2.452  N62 1.025
66 H 0.788 -1.258 -2.944  N63 1.044
67 H 0.948 -2.466 -1.858  N63 1.003
68 C 1.684 3.690 -0.347  O69 1.387, H70 1.118, H71 1.096, H72 1.031
69 O 1.166 3.512 0.927  C68 1.387, H73 0.936
70 H 1.916 2.771 -0.941  C68 1.118
71 H 2.519 4.391 -0.462  C68 1.096
72 H 0.986 4.277 -0.827  C68 1.031
73 H 0.238 3.397 0.918  O69 0.936
74 C 1.402 -1.473 2.782  O75 1.450, H76 1.058, H77 1.057, H78 1.052
75 O 2.577 -2.291 3.011  C74 1.450, H79 0.933
76 H 1.707 -0.488 2.546  C74 1.058
77 H 0.777 -1.711 3.601  C74 1.057
78 H 0.953 -1.744 1.870  C74 1.052
79 H 3.132 -1.814 3.589  O75 0.933
80 C -2.690 -2.524 0.750  O81 1.432, H82 1.117, H83 1.075, H84 1.111
81 O -1.559 -2.865 1.559  C80 1.432, H85 0.976
82 H -3.175 -3.411 0.275  C80 1.117
83 H -2.540 -1.733 0.037  C80 1.075
84 H -3.572 -2.355 1.404  C80 1.111
85 H -1.270 -2.054 2.019  O81 0.976
86 C -2.312 2.425 -1.320  O87 1.357, H88 1.074, H89 1.127, H90 1.092
87 O -2.974 1.301 -0.946  C86 1.357, H91 0.991
88 H -2.859 3.312 -1.058  C86 1.074
89 H -2.166 2.359 -2.436  C86 1.127
90 H -1.314 2.452 -0.877  C86 1.092
91 H -3.807 1.159 -1.463  O87 0.991
92 C 4.684 1.832 0.000  O93 1.431, H94 1.147, H95 1.118, H96 1.125
93 O 3.526 0.997 0.104  C92 1.431, H97 1.020
94 H 4.353 2.809 -0.502  C92 1.147
95 H 5.400 1.361 -0.718  C92 1.118
96 H 5.164 1.899 1.015  C92 1.125
97 H 2.818 1.493 0.645  O93 1.020
98 C -0.028 0.061 -0.135  O99 1.452, H100 1.100, H101 1.046, H102 1.100
99 O -0.902 0.388 0.978  C98 1.452, H103 0.932
100 H 1.017 -0.028 0.197  C98 1.100
101 H 0.050 0.714 -0.949  C98 1.046
102 H -0.308 -0.946 -0.478  C98 1.100
103 H -1.665 0.680 0.532  O99 0.932

Atom charges from the Löwdin analysis, given in e for atoms 1 to 99: number 1, C, carries -0.09; number 2, C, carries -0.27; number 3, O, carries -0.11; number 4, H, carries 0.08; number 5, H, carries 0.07; number 6, H, carries 0.08; number 7, H, carries 0.11; number 8, H, carries 0.09; number 9, H, carries 0.05; number 10, C, carries -0.07; number 11, C, carries -0.35; number 12, O, carries -0.12; number 13, H, carries 0.05; number 14, H, carries 0.10; number 15, H, carries 0.08; number 16, H, carries 0.13; number 17, H, carries 0.11; number 18, H, carries 0.07; number 19, C, carries -0.06; number 20, C, carries -0.38; number 21, O, carries -0.07; number 22, H, carries 0.11; number 23, H, carries 0.07; number 24, H, carries 0.05; number 25, H, carries 0.09; number 26, H, carries 0.08; number 27, H, carries 0.11; number 28, C, carries -0.53; number 29, O, carries -0.16; number 30, N, carries 0.09; number 31, N, carries 0.15; number 32, H, carries 0.13; number 33, H, carries 0.19; number 34, H, carries 0.13; number 35, H, carries 0.15; number 36, C, carries -0.67; number 37, O, carries -0.06; number 38, N, carries 0.15; number 39, N, carries 0.14; number 40, H, carries 0.14; number 41, H, carries 0.06; number 42, H, carries 0.16; number 43, H, carries 0.08; number 44, C, carries -0.52; number 45, O, carries -0.12; number 46, N, carries 0.16; number 47, N, carries 0.15; number 48, H, carries 0.12; number 49, H, carries 0.15; number 50, H, carries 0.06; number 51, H, carries 0.13; number 52, C, carries -0.59; number 53, O, carries -0.15; number 54, N, carries 0.14; number 55, N, carries 0.14; number 56, H, carries 0.02; number 57, H, carries 0.05; number 58, H, carries 0.10; number 59, H, carries 0.06; number 60, C, carries -0.61; number 61, O, carries -0.12; number 62, N, carries 0.15; number 63, N, carries 0.13; number 64, H, carries 0.16; number 65, H, carries 0.06; number 66, H, carries 0.12; number 67, H, carries 0.05; number 68, C, carries -0.18; number 69, O, carries -0.08; number 70, H, carries 0.07; number 71, H, carries 0.09; number 72, H, carries 0.05; number 73, H, carries 0.05; number 74, C, carries -0.11; number 75, O, carries -0.10; number 76, H, carries 0.07; number 77, H, carries 0.07; number 78, H, carries 0.03; number 79, H, carries 0.05; number 80, C, carries -0.16; number 81, O, carries -0.14; number 82, H, carries 0.10; number 83, H, carries 0.03; number 84, H, carries 0.08; number 85, H, carries 0.02; number 86, C, carries -0.16; number 87, O, carries -0.15; number 88, H, carries 0.08; number 89, H, carries 0.11; number 90, H, carries 0.08; number 91, H, carries 0.11; number 92, C, carries -0.12; number 93, O, carries -0.22; number 94, H, carries 0.08; number 95, H, carries 0.08; number 96, H, carries 0.10; number 97, H, carries 0.11; number 98, C, carries -0.10; number 99, O, carries -0.10

ORCA calculation (ωB97M-V/def2-TZVPD) on the molecule C8H15O2PS2 at a distorted geometry.

Molecular weight: 238.3 g mol⁻¹
LUMO level: -0.0137 Eh
Energy: -43591.46476 eV
ΔE to the lowest compared entry with this formula, charge and spin: 4.3 kcal/mol
SMILES string: COP(OC)SC(=C=S)C(C)(C)C

Bonds (Å) are listed after each position.
Element x y z (Å)
1 C -2.554 -2.283 -1.010  O2 1.422, H14 1.068, H15 1.019, H16 1.135
2 O -1.479 -1.585 -0.396  C1 1.422, P3 1.650
3 P -1.764 0.013 -0.101  O2 1.650, O4 1.655, S6 2.161
4 O -3.204 0.001 0.713  P3 1.655, C5 1.432
5 C -4.118 1.083 0.499  O4 1.432, H17 1.109, H18 1.110, H19 1.234
6 S -0.309 0.244 1.480  P3 2.161, C7 1.759
7 C 0.846 0.992 0.386  S6 1.759, C8 1.267, C10 1.503
8 C 0.495 2.047 -0.222  C7 1.267, S9 1.616
9 S -0.055 3.357 -0.993  C8 1.616
10 C 2.125 0.207 0.296  C7 1.503, C11 1.534, C12 1.588, C13 1.507
11 C 3.038 1.093 -0.561  C10 1.534, H20 1.131, H21 1.062, H22 1.123
12 C 1.798 -0.974 -0.714  C10 1.588, H23 1.078, H24 1.080, H25 1.134
13 C 2.695 -0.178 1.637  C10 1.507, H26 1.120, H27 1.046, H28 1.190
14 H -3.286 -2.641 -0.319  C1 1.068
15 H -2.043 -2.933 -1.604  C1 1.019
16 H -3.178 -1.636 -1.705  C1 1.135
17 H -5.123 0.701 0.771  C5 1.109
18 H -4.133 1.367 -0.574  C5 1.110
19 H -3.760 1.950 1.300  C5 1.234
20 H 4.014 0.529 -0.655  C11 1.131
21 H 2.591 1.337 -1.493  C11 1.062
22 H 3.338 2.032 -0.024  C11 1.123
23 H 1.175 -1.747 -0.296  C12 1.078
24 H 1.550 -0.490 -1.647  C12 1.080
25 H 2.815 -1.468 -0.803  C12 1.134
26 H 2.080 0.225 2.483  C13 1.120
27 H 3.703 0.100 1.670  C13 1.046
28 H 2.743 -1.342 1.882  C13 1.190

And the Löwdin charges, in e, turn out to be: number 1, C, carries -0.15; number 2, O, carries -0.44; number 3, P, carries 0.74; number 4, O, carries -0.47; number 5, C, carries -0.16; number 6, S, carries 0.77; number 7, C, carries -0.73; number 8, C, carries -0.73; number 9, S, carries 0.69; number 10, C, carries -0.63; number 11, C, carries -0.08; number 12, C, carries -0.04; number 13, C, carries -0.07; number 14, H, carries 0.08; number 15, H, carries 0.05; number 16, H, carries 0.10; number 17, H, carries 0.08; number 18, H, carries 0.07; number 19, H, carries 0.14; number 20, H, carries 0.11; number 21, H, carries 0.06; number 22, H, carries 0.11; number 23, H, carries 0.06; number 24, H, carries 0.08; number 25, H, carries 0.10; number 26, H, carries 0.07; number 27, H, carries 0.05; number 28, H, carries 0.13